No. 1
ORCA calculation (ωB97M-V/def2-TZVPD) on a gas-phase ion, C4H8N2P (charge +1) in a non-equilibrium geometry.

Calculated values
molar mass = 115.1 g mol⁻¹
ΔE to the lowest compared entry with this formula, charge and spin = 1.2 kcal/mol

The geometry in ORCA input format:
```
! wB97M-V def2-TZVPD RIJCOSX def2/J DEFGRID3
* xyz 1 1
C -0.7636 -0.0394 -1.5305
C -1.3270 -0.0612 -0.2912
C 0.9400 -0.0982 -0.1037
C 2.1938 -0.1031 0.6676
N 0.6490 -0.1365 -1.4028
N -0.2052 -0.0904 0.6752
P -3.0010 -0.1090 0.2814
H -1.2682 -0.1644 -2.4553
H 2.1014 -1.0983 1.2341
H 2.9892 -0.0492 -0.0219
H 2.1976 0.7000 1.3997
H 1.3088 0.1008 -2.1367
H -0.2622 0.0880 1.6820
H -3.0636 1.3539 0.4279
H -2.4890 -0.2929 1.5742
*
```

These are the natural (NBO) partial charges, in e, on atoms 1 to 8: number 1, C, carries -0.069; number 2, C, carries -0.157; number 3, C, carries 0.506; number 4, C, carries -0.666; number 5, N, carries -0.478; number 6, N, carries -0.514; number 7, P, carries 0.417; number 8, H, carries 0.261

No. 2
ORCA calculation (ωB97M-V/def2-TZVPD) on 2 unconnected molecules or ions with the total composition C4H8N2S in a non-equilibrium geometry.

Calculated values
molar mass = 116.2 g mol⁻¹
ΔE to the lowest compared entry with this formula, charge and spin = 171.4 kcal/mol

The geometry in ORCA input format:
```
! wB97M-V def2-TZVPD RIJCOSX def2/J DEFGRID3
* xyz 0 1
C -2.5152 0.2341 -0.1597
C -3.6794 0.6661 0.5877
C 2.7659 -0.6654 -0.8298
C 2.5266 0.4219 0.2357
N -1.6820 -0.6902 -0.2408
N -0.8001 -1.4023 -0.4723
S 1.1768 -0.1272 1.3162
H -4.4967 -0.1179 0.4649
H -4.0351 1.6479 0.1579
H -3.4742 0.7535 1.6902
H 3.4825 -1.3770 -0.5494
H 1.6600 -0.9498 -0.8425
H 3.1247 -0.3200 -1.7999
H 2.4175 1.3403 -0.3511
H 3.5283 0.5859 0.7931
*
```

These are the natural (NBO) partial charges, in e, on atoms 1 to 8: number 1, C, carries 0.216; number 2, C, carries -0.722; number 3, C, carries -0.626; number 4, C, carries -0.577; number 5, N, carries -0.088; number 6, N, carries -0.031; number 7, S, carries -0.011; number 8, H, carries 0.261

No. 3
ORCA calculation (ωB97M-V/def2-TZVPD) on C4H8N2S in the gas phase in a non-equilibrium geometry.

Calculated values
molar mass = 116.2 g mol⁻¹
ΔE to the lowest compared entry with this formula, charge and spin = 66.5 kcal/mol

The geometry in ORCA input format:
```
! wB97M-V def2-TZVPD RIJCOSX def2/J DEFGRID3
* xyz 0 1
C 1.1392 0.0825 0.9742
C -0.0667 -0.0946 -0.0544
C -1.0273 -1.2100 0.2854
C -0.7216 1.4001 -0.0681
N 2.2118 0.5693 0.4731
N 0.4711 -0.3187 -1.3755
S 2.2671 0.6831 -1.1948
H 1.1499 -0.4504 1.9442
H -1.8826 -1.4193 -0.3865
H -1.3848 -1.0286 1.2654
H -0.5320 -2.2484 0.2992
H -1.3740 1.3299 -0.9300
H 0.0902 2.0254 -0.4913
H -1.2337 1.8835 0.7218
H 0.8936 -1.2038 -1.4625
*
```

These are the natural (NBO) partial charges, in e, on atoms 1 to 8: number 1, C, carries 0.075; number 2, C, carries 0.035; number 3, C, carries -0.622; number 4, C, carries -0.636; number 5, N, carries -0.566; number 6, N, carries -0.649; number 7, S, carries 0.481; number 8, H, carries 0.205

What did the second record say?
ORCA calculation (ωB97M-V/def2-TZVPD) on 2 unconnected molecules or ions with the total composition C4H8N2S in a non-equilibrium geometry.

Calculated values
molar mass = 116.2 g mol⁻¹
ΔE to the lowest compared entry with this formula, charge and spin = 171.4 kcal/mol

The geometry in ORCA input format:
```
! wB97M-V def2-TZVPD RIJCOSX def2/J DEFGRID3
* xyz 0 1
C -2.5152 0.2341 -0.1597
C -3.6794 0.6661 0.5877
C 2.7659 -0.6654 -0.8298
C 2.5266 0.4219 0.2357
N -1.6820 -0.6902 -0.2408
N -0.8001 -1.4023 -0.4723
S 1.1768 -0.1272 1.3162
H -4.4967 -0.1179 0.4649
H -4.0351 1.6479 0.1579
H -3.4742 0.7535 1.6902
H 3.4825 -1.3770 -0.5494
H 1.6600 -0.9498 -0.8425
H 3.1247 -0.3200 -1.7999
H 2.4175 1.3403 -0.3511
H 3.5283 0.5859 0.7931
*
```

These are the natural (NBO) partial charges, in e, on atoms 1 to 8: number 1, C, carries 0.216; number 2, C, carries -0.722; number 3, C, carries -0.626; number 4, C, carries -0.577; number 5, N, carries -0.088; number 6, N, carries -0.031; number 7, S, carries -0.011; number 8, H, carries 0.261